Arrangement 1

{"formula": "C14H56O14", "method": "ωB97M-V/def2-TZVPD", "elements": ["O", "O", "O", "O", "O", "O", "O", "O", "O", "O", "O", "O", "O", "O", "C", "C", "C", "C", "C", "C", "C", "C", "C", "C", "C", "C", "C", "C", "H", "H", "H", "H", "H", "H", "H", "H", "H", "H", "H", "H", "H", "H", "H", "H", "H", "H", "H", "H", "H", "H", "H", "H", "H", "H", "H", "H", "H", "H", "H", "H", "H", "H", "H", "H", "H", "H", "H", "H", "H", "H", "H", "H", "H", "H", "H", "H", "H", "H", "H", "H", "H", "H", "H", "H"], "positions_angstrom": [[-4.55, 0.66, 2.42], [-3.22, 2.93, -1.11], [-1.16, -4.58, 2.30], [0.22, 1.58, -3.92], [1.53, -0.67, 2.82], [0.59, -0.90, 0.17], [-3.04, 0.66, -2.50], [2.16, 2.14, -1.72], [3.99, -4.23, 0.14], [0.10, 3.44, 3.09], [2.37, -2.38, -3.90], [5.41, -1.90, 0.64], [1.33, 3.36, 0.60], [-3.78, -3.59, 0.74], [-4.38, 1.16, 1.14], [-0.61, -3.33, 2.05], [-2.15, 3.65, -0.62], [-0.39, 0.12, -0.01], [1.35, 4.76, 0.28], [4.72, -0.96, 1.45], [-1.09, 2.71, 3.13], [2.68, -4.13, 0.65], [-4.10, 0.81, -3.46], [2.19, -2.44, -2.50], [3.03, 1.05, -1.78], [2.32, 0.37, 3.38], [0.05, 0.18, -3.94], [-3.93, -2.17, 0.63], [-4.75, -1.89, 1.29], [-0.94, 1.74, 2.66], [2.73, 1.08, 2.66], [-4.18, 2.23, 1.17], [4.05, 1.40, -1.62], [2.35, -3.10, 0.54], [2.39, 5.02, 0.08], [-2.48, 4.49, -0.01], [-1.46, 2.52, 4.14], [3.11, -0.07, 4.00], [0.92, 5.38, 1.06], [2.85, 0.25, -1.06], [-0.45, -5.23, 2.20], [2.03, -4.72, 0.00], [-4.94, 0.23, -3.08], [-1.42, -0.24, 0.02], [2.62, -4.35, 1.72], [0.93, -0.97, 3.50], [-5.23, 0.94, 0.49], [0.43, 3.44, 2.19], [-3.66, -3.77, 1.68], [5.31, -0.08, 1.70], [-5.36, 1.04, 2.77], [1.65, -3.33, -2.18], [-1.17, -2.42, 2.28], [-0.21, 0.93, 0.69], [-1.97, 3.18, 2.68], [-0.27, 0.55, -1.01], [3.18, -2.49, -2.04], [0.96, -0.87, 1.06], [0.36, -3.26, 2.55], [-2.79, -0.27, -2.44], [-0.40, -3.18, 0.99], [-1.01, -0.04, -4.04], [-4.06, -1.82, -0.39], [-3.79, 0.41, -4.43], [0.80, 4.99, -0.63], [-1.51, 3.01, -0.01], [1.75, -1.56, -2.05], [3.87, -0.55, 0.90], [1.47, 2.01, -2.38], [-4.42, 1.83, -3.68], [1.68, 2.79, -0.09], [-2.99, -1.69, 0.91], [3.00, 0.59, -2.77], [-1.52, 4.09, -1.39], [1.69, 1.00, 4.01], [-3.50, 0.72, 0.68], [1.58, -2.65, -4.38], [-2.92, 2.22, -1.69], [0.60, -0.17, -4.81], [4.76, -2.59, 0.52], [0.44, -0.34, -3.06], [-0.37, 1.89, -4.61], [4.25, -5.15, 0.21], [4.39, -1.51, 2.33]], "mulliken_charge": [-0.520, -0.476, -0.556, -0.575, -0.311, -0.186, -0.485, -0.559, -0.516, -0.578, -0.559, -0.596, -0.405, -0.552, -0.190, -0.462, -0.293, 0.511, -0.760, -0.284, -0.488, -0.312, -0.844, -0.266, -0.352, -0.821, -0.015, -0.052, 0.292, 0.073, 0.259, 0.387, 0.361, -0.175, 0.299, 0.403, 0.421, 0.328, 0.328, -0.165, 0.298, 0.410, 0.302, -0.124, 0.404, 0.201, 0.415, 0.425, 0.298, 0.369, 0.308, 0.329, 0.210, -0.156, 0.261, -0.259, 0.257, -0.005, 0.269, 0.266, 0.242, 0.222, 0.156, 0.329, 0.252, -0.013, -0.163, -0.125, 0.257, 0.307, 0.308, -0.124, 0.387, 0.305, 0.344, -0.313, 0.326, 0.298, 0.368, 0.296, -0.305, 0.310, 0.269, 0.280], "homo_energy_ev": -9.7, "charge": 0, "lumo_energy_ev": 0.2, "gap_ev": 9.887}

Arrangement 2

{"formula": "C14H56O14", "method": "ωB97M-V/def2-TZVPD", "elements": ["O", "O", "O", "O", "O", "O", "O", "O", "O", "O", "O", "O", "O", "O", "C", "C", "C", "C", "C", "C", "C", "C", "C", "C", "C", "C", "C", "C", "H", "H", "H", "H", "H", "H", "H", "H", "H", "H", "H", "H", "H", "H", "H", "H", "H", "H", "H", "H", "H", "H", "H", "H", "H", "H", "H", "H", "H", "H", "H", "H", "H", "H", "H", "H", "H", "H", "H", "H", "H", "H", "H", "H", "H", "H", "H", "H", "H", "H", "H", "H", "H", "H", "H", "H"], "positions_angstrom": [[-0.17, -1.85, -4.97], [3.51, 1.52, -1.33], [-2.25, 2.22, 3.45], [-0.02, 4.50, -1.93], [3.47, -1.29, -1.76], [-2.87, 1.49, -1.64], [-0.82, 0.63, -0.04], [1.73, -3.15, -0.79], [-0.25, -3.00, 3.70], [-4.24, -2.79, -2.49], [-2.67, 4.16, -0.94], [3.63, -1.00, 2.64], [0.14, 2.14, 2.00], [-2.59, -3.23, 1.94], [0.91, 3.24, 2.45], [0.96, 3.64, -1.43], [-2.66, 4.28, 0.47], [0.16, -1.65, 3.53], [0.05, -0.41, -0.43], [-2.87, -3.14, -2.46], [0.47, -2.20, -3.76], [-3.33, 1.86, 2.60], [-2.79, -1.94, 1.39], [3.22, -0.04, 1.67], [4.90, 1.71, -1.52], [4.57, -1.91, -2.40], [1.72, -3.48, 0.60], [-4.02, 0.89, -1.08], [-3.97, 2.73, 2.41], [0.26, -1.34, 2.49], [-3.86, -1.70, 1.39], [-0.50, -2.66, -5.38], [5.47, -1.31, -2.26], [2.13, 0.02, 1.57], [0.92, -0.06, -1.00], [-0.35, 1.19, 0.61], [-2.56, -3.71, -3.35], [-2.44, -1.88, 0.36], [-2.52, 2.13, 4.37], [2.82, -1.98, -1.54], [1.04, 3.21, 3.54], [-0.72, 2.14, 2.44], [1.74, -4.56, 0.76], [4.40, -2.05, -3.47], [-0.88, 4.26, -1.54], [-2.09, 1.16, -1.15], [5.25, 1.14, -2.38], [4.77, -2.90, -1.99], [-4.76, -3.57, -2.28], [0.61, -1.28, -3.19], [1.90, 3.17, 2.01], [-4.43, 1.47, -0.24], [5.08, 2.77, -1.70], [5.46, 1.43, -0.62], [-4.79, 0.82, -1.85], [-2.60, -3.75, -1.59], [-2.34, -1.16, 2.01], [0.85, 2.60, -1.78], [0.33, -1.00, 0.45], [-3.81, -0.12, -0.72], [3.67, -0.21, 0.69], [1.01, -3.64, -1.20], [0.42, -3.44, 4.24], [-0.12, -2.89, -3.14], [1.45, -2.67, -3.89], [-3.01, 3.27, -1.13], [3.28, 0.61, -1.55], [-1.85, -3.20, 2.56], [-2.94, 1.55, 1.63], [-2.35, 5.29, 0.74], [-1.95, 3.58, 0.94], [1.01, 3.61, -0.33], [-3.64, 4.05, 0.91], [3.35, -0.66, 3.49], [-2.29, -2.22, -2.44], [3.54, 0.96, 1.99], [-0.46, -0.94, 4.09], [1.14, -1.50, 3.99], [0.48, 4.20, 2.16], [1.95, 3.97, -1.76], [-0.47, -1.10, -1.08], [-3.95, 1.08, 3.04], [2.61, -3.06, 1.07], [0.83, -3.07, 1.08]], "mulliken_charge": [-0.525, -0.283, -0.550, -0.602, -0.290, -0.713, 0.722, -0.550, -0.588, -0.517, -0.671, -0.582, -0.229, -0.616, -0.919, -0.073, -0.216, -0.183, 0.922, -0.437, -0.236, -0.279, 0.057, 0.039, -0.757, -0.837, -0.371, -0.259, 0.317, -0.144, 0.347, 0.308, 0.305, -0.073, -0.042, -0.011, 0.347, -0.164, 0.265, 0.217, 0.252, 0.093, 0.369, 0.302, 0.378, 0.360, 0.262, 0.330, 0.298, 0.109, 0.259, 0.118, 0.278, 0.267, 0.349, 0.319, -0.093, 0.094, -0.669, -0.004, -0.021, 0.205, 0.328, -0.023, 0.372, 0.311, 0.287, 0.417, -0.212, 0.376, -0.050, -0.074, 0.234, 0.311, -0.003, 0.391, 0.289, 0.380, 0.313, 0.269, -0.550, 0.400, 0.235, 0.014], "homo_energy_ev": -9.0, "charge": 0, "lumo_energy_ev": 0.1, "gap_ev": 9.136}

Verdict on stability: arrangement 2 comes out on top.

Arrangement 1

{"formula": "C20H28AuNO4S2Se2", "method": "ωB97M-V/def2-TZVPD", "elements": ["Au", "Se", "Se", "S", "S", "O", "O", "O", "O", "N", "C", "C", "C", "C", "C", "C", "C", "C", "C", "C", "C", "C", "C", "C", "C", "C", "C", "C", "C", "C", "H", "H", "H", "H", "H", "H", "H", "H", "H", "H", "H", "H", "H", "H", "H", "H", "H", "H", "H", "H", "H", "H", "H", "H", "H", "H", "H", "H"], "positions_angstrom": [[0.73, -0.75, -1.58], [2.10, -2.75, -2.10], [-1.14, -1.80, -2.99], [-0.73, -2.49, 1.48], [-1.65, 1.93, -0.85], [3.78, 1.33, 0.24], [3.46, 0.06, -1.52], [-0.91, 0.62, -1.13], [0.08, -2.55, 0.18], [4.07, 0.70, -0.71], [-0.26, -3.40, -3.66], [-1.11, 4.20, 0.57], [-0.13, -1.47, 3.91], [1.42, 0.31, 4.32], [0.76, 2.70, 0.21], [0.51, -0.61, 4.79], [-2.84, 1.49, 0.42], [-0.27, 5.08, 1.23], [2.89, -2.38, -3.83], [-0.59, 3.01, 0.08], [-1.14, -0.75, -4.63], [1.06, -0.46, 2.07], [1.07, 4.78, 1.39], [1.71, 0.38, 2.96], [-2.79, -0.53, 1.97], [0.68, -3.96, -2.62], [1.59, 3.60, 0.88], [-2.29, 0.89, 1.72], [0.13, -1.37, 2.55], [-2.22, -1.56, 0.99], [1.93, 0.97, 5.01], [-2.57, -0.81, 3.00], [2.64, 3.38, 0.99], [-2.94, -2.35, 0.76], [2.43, 1.09, 2.60], [0.24, -3.14, -4.59], [-1.72, -1.31, -5.37], [1.28, -0.43, 1.01], [-0.82, -2.22, 4.28], [2.15, -2.01, -4.53], [0.19, -4.20, -1.68], [-2.59, 1.53, 2.54], [-0.67, 6.00, 1.62], [3.33, -3.31, -4.19], [1.15, 1.78, -0.19], [-3.54, 0.83, -0.10], [-2.15, 4.46, 0.43], [-1.20, 0.91, 1.71], [1.17, -4.86, -2.99], [-1.05, -4.11, -3.89], [3.66, -1.64, -3.68], [1.72, 5.47, 1.90], [-0.13, -0.58, -4.97], [-1.91, -1.09, 0.06], [-3.88, -0.56, 1.89], [-3.38, 2.43, 0.58], [0.31, -0.68, 5.85], [-1.64, 0.19, -4.40]], "mulliken_spin": [0.302, 0.202, 0.417, 0.001, 0.011, 0.256, 0.205, 0.049, 0.008, 0.493, 0.002, 0.001, -0.001, 0.001, -0.065, 0.000, 0.000, 0.000, 0.000, 0.015, -0.005, -0.061, 0.000, 0.014, 0.000, -0.003, 0.004, 0.000, 0.025, 0.003, 0.000, 0.000, 0.000, 0.001, -0.001, -0.004, 0.016, 0.034, 0.000, 0.000, -0.002, 0.000, 0.000, 0.008, 0.052, 0.000, 0.000, 0.000, 0.002, 0.012, 0.000, 0.000, 0.006, 0.000, 0.000, 0.001, 0.000, 0.000], "homo_energy_ev": [-14.2, -14.2], "charge": 2, "multiplicity": 3, "lumo_energy_ev": [-5.9, -8.8], "gap_ev": [8.350, 5.426]}

Arrangement 2

{"formula": "C20H28AuNO4S2Se2", "method": "ωB97M-V/def2-TZVPD", "elements": ["Au", "Se", "Se", "S", "S", "O", "O", "O", "O", "N", "C", "C", "C", "C", "C", "C", "C", "C", "C", "C", "C", "C", "C", "C", "C", "C", "C", "C", "C", "C", "H", "H", "H", "H", "H", "H", "H", "H", "H", "H", "H", "H", "H", "H", "H", "H", "H", "H", "H", "H", "H", "H", "H", "H", "H", "H", "H", "H"], "positions_angstrom": [[0.33, -0.60, 1.49], [2.11, 1.15, 0.86], [-0.23, 0.75, 3.51], [0.72, -3.16, -0.92], [-1.03, 2.26, -0.51], [-1.66, -2.12, 2.66], [-1.78, -4.00, 1.56], [-0.05, 1.46, 0.34], [0.62, -2.40, 0.40], [-1.96, -3.26, 2.45], [-3.71, 2.64, -0.29], [-2.66, 1.77, -0.01], [-2.88, 0.59, 0.68], [1.11, 2.16, 3.40], [-5.22, 1.10, 0.77], [-1.20, 0.12, -2.41], [-0.98, 1.61, -2.21], [4.45, -1.74, -1.50], [-5.00, 2.29, 0.09], [3.66, 0.63, 1.90], [4.76, -2.26, -2.75], [-1.75, 1.76, 2.83], [-0.34, -2.22, -2.02], [3.84, -3.06, -3.42], [3.21, -2.01, -0.92], [0.02, -0.74, -2.06], [2.61, -3.34, -2.86], [2.30, -2.78, -1.62], [-4.17, 0.25, 1.07], [1.45, 2.59, 1.99], [2.22, 3.35, 2.00], [-2.59, 1.07, 2.82], [-2.06, -0.20, -1.83], [0.39, -0.43, -1.09], [3.39, 0.38, 2.92], [-1.94, 2.57, 3.53], [-4.35, -0.67, 1.60], [-1.47, -0.04, -3.46], [5.18, -1.14, -0.97], [4.36, 1.46, 1.87], [1.90, -3.98, -3.37], [0.59, 2.98, 1.45], [4.09, -3.48, -4.39], [-1.75, 2.20, -2.72], [4.09, -0.24, 1.42], [5.72, -2.06, -3.19], [-0.31, -2.73, -2.98], [0.71, 2.99, 3.97], [-0.01, 1.95, -2.60], [2.95, -1.65, 0.06], [-2.04, -0.07, 0.90], [-3.52, 3.58, -0.80], [0.83, -0.57, -2.78], [1.97, 1.78, 3.95], [-5.82, 2.96, -0.12], [-6.23, 0.84, 1.08], [-1.54, 2.11, 1.83], [-1.33, -2.39, -1.59]], "mulliken_spin": [0.347, 0.441, 0.160, 0.012, -0.010, 0.230, 0.284, -0.039, 0.049, 0.457, 0.002, 0.005, -0.015, 0.004, 0.000, 0.002, -0.001, 0.002, 0.000, 0.009, 0.000, 0.004, 0.007, 0.000, 0.001, 0.001, 0.000, 0.002, -0.003, -0.002, 0.006, -0.001, 0.000, 0.006, 0.001, 0.007, 0.002, 0.000, 0.000, 0.017, -0.001, 0.005, 0.000, 0.000, 0.000, 0.000, -0.001, 0.002, -0.001, -0.002, 0.010, 0.000, 0.000, -0.001, 0.000, 0.000, -0.002, -0.001], "homo_energy_ev": [-14.4, -14.7], "charge": 2, "multiplicity": 3, "lumo_energy_ev": [-5.3, -8.6], "gap_ev": [9.040, 6.096]}

Verdict on stability: arrangement 1 comes out on top.